Molecular formula: C8H10N2O
Method: DFT, ωB97M-V/def2-TZVPD

Element x y z (Å)
N (3.30433, -1.57197, -0.28111)
C (2.18562, -1.14301, -0.28467)
N (0.87964, -0.64660, -0.22041)
C (0.32961, 0.23984, -1.22969)
C (0.44046, 1.55644, -0.36120)
C (0.36760, 1.27914, 1.08442)
C (0.44402, -0.35149, 1.07395)
C (-0.87363, -1.00841, 1.13680)
C (-1.84530, -0.65144, -0.05491)
O (-3.13723, -1.09051, -0.15824)
C (-1.14746, -0.24714, -1.37520)
H (1.21412, 0.34472, -1.98019)
H (1.46612, 1.86724, -0.56186)
H (-0.32570, 2.22533, -0.88663)
H (1.30188, 1.82419, 1.44366)
H (-0.56776, 1.76358, 1.59710)
H (1.11932, -0.75335, 1.80088)
H (-0.79543, -2.04250, 1.08621)
H (-1.55021, -0.90245, 2.09191)
H (-1.64474, 0.52047, -2.06192)
H (-1.16526, -1.21207, -1.85890)

* HOMO level: -9.63 eV
* energy relative to the best compared isomer or geometry (same formula, charge and spin): 4.083 eV
* LUMO: 0.00 eV
* total charge: 0
* 2S+1: 1
* SMILES: N#CN1[C@@H]2CC[C@H]1CC(=O)C2